Molecular formula: C78H184N8O18
Method: DFT, the ωB97M-V functional and the def2-TZVPD basis

The geometry in XYZ format:
```
288
Properties=species:S:1:pos:R:3
C 1.932 5.601 -3.277
C 0.968 5.900 -4.391
C -0.479 5.916 -3.970
O 1.108 7.240 -4.851
H 1.503 6.101 -2.408
H 2.965 5.882 -3.485
H 1.988 4.544 -3.017
H 1.077 5.159 -5.183
H -0.768 4.987 -3.479
H -1.153 6.171 -4.788
H -0.526 6.715 -3.230
H 0.485 7.362 -5.571
C -3.095 2.773 -5.335
C -1.764 3.161 -5.924
C -0.753 2.060 -5.710
O -2.017 3.582 -7.248
H -3.020 2.245 -4.384
H -3.623 2.029 -5.931
H -3.794 3.603 -5.234
H -1.391 4.056 -5.426
H -1.094 1.134 -6.173
H -0.507 1.767 -4.690
H 0.218 2.180 -6.192
H -2.389 4.467 -7.266
C -2.611 -0.932 3.355
C -2.966 -2.219 4.126
C -2.297 -2.358 5.481
O -4.321 -2.024 4.467
H -1.526 -0.852 3.413
H -3.141 -0.121 3.854
H -2.945 -0.992 2.319
H -2.671 -3.144 3.629
H -2.571 -1.466 6.044
H -1.211 -2.335 5.390
H -2.621 -3.251 6.015
H -4.766 -1.762 3.657
C -3.459 -4.175 0.622
C -4.659 -5.050 0.943
C -4.653 -5.588 2.372
O -5.802 -4.187 0.823
H -3.719 -3.451 -0.150
H -2.587 -4.688 0.216
H -3.105 -3.545 1.438
H -4.830 -5.909 0.294
H -5.554 -6.100 2.710
H -4.336 -4.768 3.016
H -3.819 -6.287 2.435
H -6.522 -4.821 0.831
C 3.045 1.705 -5.157
C 3.082 3.114 -5.726
C 4.440 3.797 -5.637
O 2.679 3.054 -7.013
H 3.478 1.739 -4.157
H 3.566 0.987 -5.790
H 2.025 1.360 -4.983
H 2.391 3.632 -5.061
H 4.481 4.682 -6.273
H 5.211 3.111 -5.986
H 4.750 4.177 -4.664
H 3.202 2.381 -7.455
C -5.982 0.578 1.614
C -6.255 -0.902 1.028
C -5.614 -0.880 -0.412
O -5.504 -1.812 1.788
H -5.074 1.001 1.184
H -5.894 0.679 2.695
H -6.797 1.278 1.429
H -7.317 -1.120 0.918
H -4.582 -0.558 -0.272
H -6.088 -0.058 -0.949
H -5.789 -1.859 -0.858
H -5.779 -2.681 1.487
C 4.271 -3.955 0.833
O 4.731 -3.448 -0.426
C 5.301 -4.280 -1.370
C 5.202 -3.664 -2.778
N 3.909 -4.007 -3.373
C 3.826 -3.312 -4.629
C 2.559 -3.725 -5.425
O 1.289 -3.224 -4.975
C 1.118 -1.825 -5.242
H 5.010 -4.565 1.352
H 3.398 -4.601 0.750
H 4.000 -3.183 1.553
H 4.762 -5.226 -1.321
H 6.373 -4.448 -1.263
H 6.086 -3.982 -3.329
H 5.282 -2.599 -2.560
H 3.083 -3.855 -2.812
H 4.738 -3.457 -5.207
H 3.723 -2.246 -4.431
H 2.460 -4.810 -5.429
H 2.749 -3.587 -6.489
H 1.674 -1.082 -4.670
H 0.087 -1.564 -5.005
H 1.261 -1.701 -6.315
C -2.753 5.769 7.406
O -2.448 4.430 7.652
C -1.068 4.161 7.912
C -0.724 2.724 7.473
N -0.372 2.619 6.046
C -0.335 1.240 5.653
C 0.033 1.057 4.189
O 0.665 -0.138 3.701
C 1.994 -0.201 4.075
H -3.801 5.849 7.115
H -2.204 6.207 6.572
H -2.568 6.379 8.289
H -0.972 4.096 8.996
H -0.408 4.958 7.570
H -1.556 2.091 7.783
H 0.135 2.335 8.020
H -0.959 3.232 5.498
H -1.269 0.720 5.870
H 0.486 0.846 6.252
H 0.505 1.971 3.827
H -0.905 1.172 3.646
H 2.007 -0.698 5.045
H 2.479 0.774 4.026
H 2.384 -0.971 3.409
C -0.633 5.024 3.553
O -1.556 4.041 4.073
C -2.870 4.116 3.577
C -3.611 2.859 4.098
N -4.114 3.046 5.430
C -4.493 1.763 6.037
C -4.935 1.860 7.491
O -5.170 0.568 7.995
C -5.620 0.499 9.341
H -0.482 5.001 2.474
H 0.337 4.768 3.980
H -0.809 6.030 3.934
H -2.803 4.009 2.495
H -3.458 5.018 3.746
H -2.893 2.048 3.976
H -4.383 2.550 3.393
H -3.395 3.570 5.907
H -3.637 1.090 6.099
H -5.242 1.243 5.440
H -5.803 2.488 7.692
H -4.070 2.331 7.958
H -6.413 1.200 9.599
H -4.721 0.628 9.944
H -6.029 -0.489 9.549
C -5.579 -8.875 -0.879
O -4.618 -8.194 -1.723
C -5.033 -7.120 -2.592
C -3.911 -6.785 -3.556
N -2.954 -6.060 -2.743
C -1.663 -5.786 -3.389
C -0.745 -4.931 -2.468
O -0.305 -5.777 -1.355
C 0.424 -5.129 -0.409
H -5.879 -8.184 -0.091
H -5.108 -9.738 -0.407
H -6.486 -9.154 -1.416
H -5.233 -6.235 -1.988
H -5.931 -7.305 -3.181
H -4.229 -6.161 -4.391
H -3.617 -7.749 -3.970
H -3.070 -6.301 -1.769
H -1.708 -5.443 -4.422
H -1.253 -6.778 -3.581
H -1.291 -4.058 -2.112
H 0.106 -4.524 -3.015
H 1.439 -4.932 -0.752
H 0.461 -5.726 0.502
H -0.037 -4.187 -0.110
C -7.935 -3.397 -4.698
C -6.674 -4.118 -5.323
C -6.520 -3.783 -6.899
C -5.925 -2.398 -7.222
C -4.595 -2.235 -6.521
C -4.616 -2.474 -4.936
N -5.380 -3.733 -4.655
O -5.483 -3.988 -3.255
C -3.125 -2.644 -4.533
C -5.214 -1.192 -4.230
C -6.891 -5.603 -5.218
H -8.015 -3.707 -3.656
H -8.854 -3.697 -5.202
H -7.769 -2.322 -4.766
H -5.990 -4.618 -7.357
H -7.522 -3.641 -7.305
H -6.644 -1.591 -7.080
H -5.569 -2.420 -8.252
H -4.355 -1.178 -6.630
H -3.841 -2.874 -6.981
H -2.933 -2.798 -3.471
H -2.646 -3.386 -5.172
H -2.504 -1.769 -4.727
H -5.761 -1.471 -3.329
H -4.522 -0.394 -3.963
H -5.933 -0.706 -4.890
H -6.986 -5.729 -4.139
H -6.048 -6.218 -5.533
H -7.818 -5.884 -5.719
H -4.614 -4.325 -3.025
C 6.393 -2.005 3.314
C 7.078 -0.811 2.572
C 6.607 0.452 3.246
C 7.384 1.682 2.779
C 8.878 1.500 3.047
C 9.423 0.129 2.496
N 8.518 -0.965 2.820
O 9.076 -2.216 2.500
C 9.842 0.221 0.963
C 10.721 -0.037 3.376
C 6.691 -0.871 1.114
H 6.711 -2.088 4.353
H 6.558 -2.996 2.890
H 5.318 -1.850 3.224
H 5.615 0.744 2.900
H 6.486 0.280 4.315
H 7.138 2.569 3.363
H 7.284 1.843 1.705
H 8.969 1.664 4.121
H 9.403 2.349 2.609
H 9.360 1.061 0.463
H 10.886 0.525 0.880
H 9.840 -0.717 0.407
H 10.666 0.171 4.444
H 11.139 -1.043 3.349
H 11.473 0.675 3.037
H 5.799 -0.298 0.857
H 6.600 -1.879 0.710
H 7.451 -0.514 0.419
H 9.569 -2.500 3.273
C 3.883 7.571 2.850
C 4.076 6.062 2.689
C 2.698 5.399 2.988
C 2.590 3.938 2.547
C 2.769 3.940 1.064
C 4.153 4.434 0.601
N 4.445 5.728 1.310
O 5.615 6.356 0.939
C 5.184 3.346 0.933
C 4.081 4.651 -0.945
C 5.061 5.534 3.753
H 3.038 7.964 2.287
H 3.793 7.784 3.916
H 4.803 8.049 2.513
H 2.423 5.329 4.041
H 1.875 6.034 2.658
H 3.354 3.316 3.013
H 1.624 3.521 2.833
H 1.957 4.521 0.627
H 2.674 2.895 0.772
H 6.234 3.556 0.730
H 4.921 2.386 0.489
H 5.189 3.188 2.011
H 4.971 4.592 -1.572
H 3.590 5.563 -1.284
H 3.482 3.816 -1.308
H 4.531 5.791 4.670
H 5.330 4.488 3.605
H 5.981 6.106 3.629
H 5.268 6.990 0.306
C -1.530 1.386 0.615
C -0.791 0.678 -0.501
C -0.325 1.715 -1.565
C 0.782 1.359 -2.536
C 1.892 0.727 -1.690
C 1.493 -0.395 -0.666
N 0.388 0.103 0.150
O 0.077 -0.803 1.173
C 1.290 -1.679 -1.430
C 2.725 -0.530 0.270
C -1.769 -0.412 -1.116
H -1.917 0.727 1.392
H -2.396 1.803 0.101
H -1.039 2.249 1.066
H -1.164 2.018 -2.191
H -0.031 2.665 -1.119
H 1.072 2.266 -3.066
H 0.349 0.558 -3.134
H 2.420 1.531 -1.177
H 2.621 0.397 -2.429
H 2.259 -2.150 -1.596
H 0.781 -2.394 -0.783
H 0.666 -1.616 -2.321
H 2.441 -1.368 0.906
H 3.665 -0.682 -0.260
H 2.795 0.239 1.040
H -2.127 -1.139 -0.387
H -1.251 -1.038 -1.842
H -2.594 0.032 -1.674
H 0.372 -0.295 1.933
```

## Properties
Kohn-Sham gap (alpha / beta) = 6.50 / 2.44 eV
⟨S²⟩ = 0.754
Total charge = +1
E_tot = -4873.824423 Eh
Multiplicity = 2

Molecular formula: C8H31AsF6O7
Method: DFT, the ωB97M-V functional and the def2-TZVPD basis

The geometry in XYZ format:
```
53
Properties=species:S:1:pos:R:3
O 15.108 -9.580 -18.726
H 15.085 -10.024 -17.875
H 14.588 -8.776 -18.653
H 14.804 -10.167 -19.422
As 17.264 -12.525 -17.649
F 15.979 -12.423 -18.889
F 18.446 -11.820 -18.881
F 18.519 -12.563 -16.415
F 16.055 -13.229 -16.515
F 17.664 -14.183 -18.333
F 16.841 -10.864 -17.091
C 12.258 -15.613 -19.329
C 13.544 -14.966 -18.856
C 14.463 -15.978 -18.073
O 14.286 -14.401 -19.963
H 11.658 -15.766 -18.432
H 12.328 -16.570 -19.845
H 11.748 -15.005 -20.076
H 13.257 -14.298 -18.044
H 13.850 -16.315 -17.237
H 15.315 -15.440 -17.657
H 14.916 -16.748 -18.699
H 15.064 -13.911 -19.685
C 19.091 -15.671 -15.620
O 19.346 -17.093 -15.921
H 19.057 -15.517 -14.542
H 19.811 -14.966 -16.037
H 18.152 -15.297 -16.028
H 19.234 -17.228 -16.865
C 20.040 -13.932 -21.296
O 19.175 -14.972 -20.845
H 19.648 -13.453 -22.193
H 20.153 -13.156 -20.539
H 21.009 -14.337 -21.586
H 18.374 -14.592 -20.477
C 17.703 -10.786 -21.783
O 17.606 -9.823 -20.749
H 17.403 -10.172 -22.632
H 18.724 -11.149 -21.908
H 16.959 -11.579 -21.719
H 18.159 -10.238 -20.083
C 15.470 -13.929 -13.630
O 16.502 -14.560 -12.816
H 14.994 -14.637 -14.309
H 14.711 -13.617 -12.913
H 15.916 -13.123 -14.212
H 17.044 -13.779 -12.688
C 20.409 -11.018 -14.267
O 20.662 -11.082 -12.845
H 21.334 -10.986 -14.843
H 19.807 -11.896 -14.498
H 19.782 -10.170 -14.542
H 21.533 -10.702 -12.710
```

## Properties
Kohn-Sham gap = 7.47 eV
Relative energy (zero: lowest compared OMol25 entry of this formula, charge and spin) = 62.2 kcal per mole
E_tot = -3684.964056 Eh

Molecular formula: C2HClF3N
Method: DFT, the ωB97M-V functional and the def2-TZVPD basis

The geometry in XYZ format:
```
8
Properties=species:S:1:pos:R:3
N -0.827 -2.298 -0.269
C -0.915 -1.194 0.050
C -1.121 0.262 0.190
F -0.830 0.840 -0.999
F -0.399 0.822 1.213
F -2.375 0.581 0.472
Cl 2.915 0.207 -0.828
H 3.551 0.779 0.171
```

## Properties
Kohn-Sham gap = 12.55 eV
SMILES string = N#CC(F)(F)F.Cl
Relative energy (zero: lowest compared OMol25 entry of this formula, charge and spin) = 10.0 kcal per mole
E_tot = -891.337183 Eh

Molecular formula: C6H8O2PS
Method: DFT, the ωB97M-V functional and the def2-TZVPD basis

The geometry in XYZ format:
```
18
Properties=species:S:1:pos:R:3
C -2.956 1.641 0.701
C -1.514 1.670 0.938
C -3.217 1.047 -0.475
C -0.720 0.996 -0.002
C 2.045 -1.410 0.191
C 2.309 -0.318 -0.898
O 2.207 2.521 -1.032
O 2.491 1.455 1.366
P 2.150 1.376 -0.101
S -1.804 0.514 -1.262
H -3.610 1.965 1.372
H -1.097 1.874 1.940
H -4.113 0.837 -1.002
H 1.488 -2.183 -0.116
H 2.904 -1.636 0.648
H 1.510 -0.903 1.011
H 1.635 -0.173 -1.716
H 3.293 -0.166 -1.259
```

## Properties
Kohn-Sham gap = 7.67 eV
Relative energy (zero: lowest compared OMol25 entry of this formula, charge and spin) = 32.3 kcal per mole
Total charge = -1
E_tot = -1123.468927 Eh

Molecular formula: C8H10HfN2O
Method: DFT, the ωB97M-V functional and the def2-TZVPD basis

The geometry in XYZ format:
```
22
Properties=species:S:1:pos:R:3
C -0.493 0.830 -1.976
C 0.927 0.968 -1.716
C 1.101 1.877 -0.625
C -0.199 2.287 -0.170
C -1.190 1.626 -0.996
Hf -0.544 -0.419 0.064
N -2.480 -0.555 0.094
C 0.191 -2.334 -0.711
C 1.488 -1.869 -0.696
H 2.041 2.294 -0.292
H 1.722 0.584 -2.348
H -0.399 3.040 0.585
H -2.251 1.802 -0.952
H -0.937 0.337 -2.835
H 1.958 -1.642 -1.679
H -0.270 -2.802 0.171
H -2.925 -1.454 -0.118
H 2.150 -2.259 0.112
H -0.446 -2.286 -1.614
O 0.148 0.198 4.448
C 0.198 -0.013 3.268
N 0.211 -0.209 2.067
```

## Properties
Kohn-Sham gap (alpha / beta) = 5.91 / 5.91 eV
Relative energy (zero: lowest compared OMol25 entry of this formula, charge and spin) = 57.3 kcal per mole
E_tot = -543.539769 Eh

Molecular formula: C20H28N4O2S
Method: DFT, the ωB97M-V functional and the def2-TZVPD basis

The geometry in XYZ format:
```
55
Properties=species:S:1:pos:R:3
C -1.166 -1.173 0.574
C 0.300 -0.697 0.233
C 1.184 -1.109 1.362
S 0.481 -2.740 1.935
O 0.445 -2.886 3.401
O 1.036 -3.837 1.174
C -1.260 -2.423 1.310
H -1.684 -1.212 -0.384
H -1.586 -0.358 1.163
H 0.257 0.388 0.138
H 0.474 -1.279 -0.672
H 0.942 -0.371 2.127
H 2.262 -1.269 1.331
H -1.845 -2.350 2.227
H -1.704 -3.186 0.670
N -1.802 -1.021 -4.199
C -0.558 -1.481 -3.817
C 0.402 -0.521 -4.025
C -0.370 0.591 -4.494
C -1.663 0.212 -4.665
H -2.681 -1.514 -4.254
H -0.411 -2.402 -3.272
H 1.441 -0.533 -3.731
H 0.024 1.577 -4.693
H -2.470 0.824 -5.039
N -3.963 3.097 2.360
C -4.449 3.415 1.070
C -4.463 2.296 0.255
C -4.000 1.218 1.020
C -3.718 1.744 2.290
H -3.846 3.773 3.102
H -4.858 4.407 0.952
H -4.875 2.358 -0.741
H -3.976 0.196 0.672
H -3.329 1.196 3.136
N 4.094 -2.660 -2.347
C 5.151 -2.014 -2.893
C 4.896 -0.726 -2.448
C 3.740 -0.557 -1.668
C 3.215 -1.838 -1.766
H 3.836 -3.627 -2.485
H 5.903 -2.540 -3.462
H 5.551 0.072 -2.767
H 3.230 0.344 -1.362
H 2.290 -2.268 -1.413
N 1.374 1.733 4.438
C 0.080 1.565 3.977
C -0.024 2.187 2.711
C 1.279 2.587 2.356
C 2.128 2.334 3.454
H 1.574 1.392 5.368
H -0.606 0.978 4.570
H -0.995 2.298 2.250
H 1.552 3.162 1.484
H 3.159 2.650 3.491
```

## Properties
Kohn-Sham gap (alpha / beta) = 6.25 / 2.22 eV
⟨S²⟩ = 0.763
Total charge = +1
E_tot = -1546.166746 Eh
Multiplicity = 2

> The lowest E_tot belongs to which entry?

C78H184N8O18